Formula: C18H54O9
Source: the Open Molecules 2025 dataset
Level of theory: ωB97M-V with the def2-TZVPD basis set

Geometry as XYZ:
```
81
Properties=species:S:1:pos:R:3:forces:R:3
C 4.6386 0.1836 -2.7357 3.7 -2.0 6.9
C 4.0979 -0.8516 -1.6181 1.1 -0.7 0.7
O 5.2232 -1.7659 -1.2959 -0.4 -1.5 0.1
H 4.9147 -0.3282 -3.5583 0.7 -1.5 -2.9
H 5.6818 0.6417 -2.2033 -2.9 -1.1 -1.6
H 3.9721 0.9154 -2.8488 -2.6 3.0 -0.8
H 3.1232 -1.3972 -1.7410 1.0 0.3 -0.9
H 3.9729 -0.4111 -0.6444 -0.4 1.3 0.1
H 5.0453 -2.5446 -0.6585 -0.3 2.3 -1.6
C -2.0248 -1.3768 4.0465 0.0 -3.5 -2.8
C -3.4786 -1.8303 3.8976 2.2 2.3 0.3
O -4.2823 -0.7479 3.5639 0.2 3.3 1.8
H -1.5609 -2.3526 4.2977 0.4 0.9 0.9
H -1.8530 -0.5425 4.6091 0.5 1.8 2.1
H -1.5337 -1.2003 3.0697 -0.7 0.3 0.2
H -3.7204 -2.3886 4.7657 -1.0 -0.6 0.6
H -3.5284 -2.1950 2.9604 0.4 -3.9 -2.5
H -5.1165 -1.0394 3.3044 -2.1 -0.7 -0.6
C 0.9681 -4.0150 2.3748 -2.1 -3.1 -3.0
C 1.5314 -5.0147 3.3617 -1.8 -2.8 3.0
O 2.9098 -5.2608 3.0899 1.3 -4.3 1.0
H 1.4370 -3.1839 2.6548 1.6 4.0 0.4
H -0.1235 -3.8462 2.2721 0.4 -0.2 1.4
H 1.0862 -4.2031 1.2429 0.9 -0.2 1.8
H 0.8806 -6.0349 3.5373 1.6 2.2 -1.1
H 1.4689 -4.6124 4.4640 0.0 -0.1 -2.0
H 3.2435 -6.2786 3.4484 -1.8 4.6 -1.5
C 0.1779 -0.5051 0.3192 0.7 -2.6 1.6
C 0.7262 0.8479 -0.0731 0.6 -6.2 -5.5
O -0.0675 1.3513 -1.1412 3.3 2.8 -0.9
H -0.2526 -1.1112 -0.5108 0.1 0.9 0.4
H -0.5060 -0.4527 1.1640 -0.7 0.3 -0.3
H 0.9231 -1.2779 0.7934 -0.6 1.7 -1.0
H 1.7952 0.6499 -0.3448 -0.6 0.3 -0.5
H 0.7962 1.4909 0.6160 0.0 4.8 5.9
H 0.6018 2.1426 -1.4426 -3.1 -2.2 0.4
C 0.0791 -0.2073 -4.4664 -0.3 1.4 1.3
C 0.0893 -1.7215 -4.7080 4.9 -1.5 -1.6
O -0.3314 -2.5249 -3.6549 -2.7 1.1 2.4
H 0.4531 0.4645 -5.3352 -0.8 -1.6 1.1
H 0.7569 0.0360 -3.5983 -0.5 -0.4 -0.8
H -0.9008 0.1843 -4.0616 0.7 -0.4 -0.9
H 1.2471 -2.0069 -4.6284 -1.8 0.9 -1.4
H -0.2773 -2.0583 -5.7190 0.0 0.5 1.1
H -0.2210 -3.4718 -3.5522 0.5 0.2 -1.2
C -3.6168 2.9763 1.1751 -1.8 1.5 0.1
C -2.8264 1.6558 1.3405 -1.6 2.4 0.3
O -2.6613 1.3032 2.6920 0.7 0.4 -0.4
H -3.2020 3.6865 1.8875 0.4 0.2 -0.1
H -4.6994 3.0665 1.4362 0.5 -1.0 0.0
H -3.6327 3.4916 0.1702 0.7 -1.0 0.7
H -1.9395 2.0462 0.9212 1.8 -0.8 -0.3
H -3.2758 0.9241 0.7188 -0.1 -1.2 -0.5
H -3.4054 0.7881 3.0079 -0.4 -0.3 0.0
C -4.9033 -1.8652 -1.5917 2.7 -0.9 -0.5
C -3.3400 -1.5910 -1.6827 -2.0 -3.6 -1.5
O -3.0196 -1.5181 -3.0877 1.0 0.0 0.7
H -4.9662 -2.9447 -1.8516 -0.6 0.8 -0.1
H -5.3677 -1.1956 -2.3073 -0.5 -0.1 0.2
H -5.1583 -1.7596 -0.5488 -0.6 0.3 0.2
H -2.9208 -2.5507 -1.2307 0.2 1.5 -0.3
H -3.1398 -0.7180 -1.1660 1.0 1.7 1.0
H -2.0439 -1.6625 -3.2137 -1.2 0.0 0.3
C 0.3696 3.8862 -4.2603 5.4 0.3 -2.3
C 0.7963 4.6473 -3.0802 3.4 2.3 3.1
O 0.8258 3.8801 -1.8639 -0.2 0.6 2.0
H 0.9160 2.9009 -4.4714 -0.5 1.5 0.7
H 0.5525 4.5245 -5.1682 -0.3 -0.6 0.8
H -0.5827 3.6801 -4.1755 -5.1 -1.1 0.2
H 0.2549 5.5467 -2.7821 -1.1 -0.1 -1.0
H 1.8527 5.1252 -2.9547 -1.1 -0.9 -1.9
H 0.9643 4.5578 -1.1195 -0.4 -1.8 -1.6
C 3.3232 2.4617 4.0876 0.4 -1.4 1.5
C 2.5445 3.2130 3.0865 -5.6 2.1 2.8
O 3.1426 3.3126 1.9351 5.0 -0.9 -3.5
H 3.6603 1.4507 3.7657 -0.5 0.6 -0.1
H 2.8248 2.3315 5.0829 0.2 0.3 -1.0
H 4.2482 3.0184 4.2692 -0.1 0.0 0.0
H 2.2883 4.2899 3.4630 0.8 -1.4 0.3
H 1.4759 2.9778 2.6906 0.7 -1.1 2.3
H 2.5996 3.9141 1.5128 -1.0 1.8 -2.3
```
Positions in Å, forces in eV/Å.

Summary:
**Total energy**: -37957.98127 eV
**Frontier orbital gap**: 9.60 eV
**SMILES**: CCO.CCO.CCO.CCO.CCO.CCO.CCO.CCO.CCO
**Energy relative to the best compared isomer or geometry (same formula, charge and spin)**: 1146.65 kJ/mol
**2S+1**: 1

Taken from the Löwdin analysis, the atomic charges in e are:
1 C -0.0297
2 C -0.2599
3 O -0.1687
4 H 0.0130
5 H 0.1518
6 H -0.0038
7 H 0.1057
8 H 0.0723
9 H 0.1168
10 C -0.0564
11 C -0.2815
12 O -0.0602
13 H 0.0843
14 H 0.0454
15 H 0.0621
16 H 0.1102
17 H 0.0819
18 H 0.0690
19 C -0.1139
20 C -0.3749
21 O -0.1712
22 H 0.0094
23 H 0.0770
24 H 0.1070
25 H 0.1396
26 H 0.1222
27 H 0.1996
28 C -0.0659
29 C -0.3269
30 O -0.1271
31 H 0.0783
32 H 0.0386
33 H 0.0915
34 H 0.1098
35 H 0.0197
36 H 0.1150
37 C -0.1017
38 C -0.3393
39 O -0.1088
40 H 0.0987
41 H 0.0666
42 H 0.0801
43 H 0.1359
44 H 0.1193
45 H 0.1067
46 C -0.1029
47 C -0.3027
48 O -0.0694
49 H 0.0591
50 H 0.0669
51 H 0.0821
52 H 0.0810
53 H 0.0908
54 H 0.0374
55 C -0.0766
56 C -0.2930
57 O -0.1156
58 H 0.0746
59 H 0.0670
60 H 0.0492
61 H 0.1234
62 H 0.0574
63 H 0.0445
64 C -0.0630
65 C -0.3147
66 O -0.1488
67 H 0.1061
68 H 0.1066
69 H 0.0194
70 H 0.1080
71 H 0.1391
72 H 0.1336
73 C -0.0838
74 C -0.4591
75 O -0.0312
76 H 0.0874
77 H 0.0918
78 H 0.0794
79 H 0.1337
80 H 0.1326
81 H 0.0520

---

Formula: C18H54O9
Source: the Open Molecules 2025 dataset
Level of theory: ωB97M-V with the def2-TZVPD basis set

Geometry as XYZ:
```
81
Properties=species:S:1:pos:R:3:forces:R:3
C 5.2031 3.1776 -3.2096 0.2 0.0 0.1
C 4.4349 3.6803 -2.0079 0.2 0.4 0.2
O 3.2009 3.0004 -1.8918 0.1 0.2 0.1
H 4.5922 3.1960 -4.1113 -0.1 0.0 0.0
H 5.5494 2.1570 -3.0416 -0.1 0.0 -0.1
H 6.0788 3.8083 -3.3768 0.0 0.0 0.0
H 4.2800 4.7668 -2.0741 -0.2 -0.1 -0.3
H 5.0506 3.5680 -1.1026 -0.1 -0.3 0.0
H 2.5765 3.5969 -1.4451 -0.2 -0.3 0.0
C 0.1902 3.7532 -3.0309 -0.3 -0.1 0.0
C -0.0377 4.6031 -1.7952 0.4 0.3 -0.1
O 1.0006 4.3611 -0.8332 -0.4 0.0 -0.1
H 0.5154 2.7533 -2.7521 0.1 0.0 0.0
H 0.9430 4.2055 -3.6738 0.1 -0.1 0.0
H -0.7322 3.6421 -3.6069 0.0 0.1 0.0
H -1.0159 4.4337 -1.3421 0.0 -0.2 0.0
H 0.0134 5.6602 -2.0815 -0.2 0.0 0.1
H 0.5862 4.3462 0.0466 0.2 0.1 0.0
C 0.1178 1.0449 -0.3555 -0.2 -0.1 0.1
C 0.6437 -0.2835 0.1529 -0.2 0.4 -0.3
O -0.4278 -1.0165 0.7355 0.1 0.1 0.0
H -0.6710 0.9432 -1.1037 0.1 -0.2 0.0
H 0.9295 1.6246 -0.7921 0.0 0.1 0.1
H -0.3224 1.5799 0.4913 0.1 0.2 -0.1
H 1.4179 -0.0514 0.8923 0.1 -0.3 0.1
H 1.0864 -0.8626 -0.6629 0.1 0.0 0.0
H -0.0977 -1.8564 1.0947 -0.1 -0.1 0.2
C -2.0303 -4.7667 -0.5824 0.2 0.3 -0.3
C -2.3988 -5.3188 0.7674 -0.2 -0.2 0.1
O -1.2067 -5.7351 1.4525 0.1 0.1 -0.1
H -1.3818 -3.8924 -0.4859 0.0 -0.1 0.0
H -2.9230 -4.4422 -1.1191 -0.1 0.0 0.1
H -1.5275 -5.4949 -1.2196 0.0 -0.1 0.2
H -3.0751 -6.1712 0.6600 0.0 0.0 0.0
H -2.9040 -4.5504 1.3621 -0.1 0.0 0.0
H -1.4383 -6.2417 2.2366 -0.1 0.0 0.0
C -2.7254 -1.4251 -1.9118 -0.1 0.1 0.2
C -3.5495 -1.2152 -0.6527 0.0 0.3 0.2
O -3.0159 -0.1727 0.1622 -0.2 -0.2 -0.1
H -3.1884 -2.1879 -2.5398 0.1 0.0 -0.1
H -1.7116 -1.7207 -1.6398 0.0 -0.1 -0.1
H -2.6685 -0.4915 -2.4721 0.0 0.0 0.0
H -3.6222 -2.1290 -0.0529 0.0 -0.1 -0.1
H -4.5670 -0.9117 -0.9033 0.0 0.0 0.0
H -2.1539 -0.4734 0.5000 0.1 0.1 0.0
C 0.7464 -1.8609 3.8455 0.2 0.2 -0.2
C 0.1113 -3.1942 3.5274 -0.1 0.0 0.3
O 0.0683 -3.3613 2.1186 -0.1 0.0 -0.1
H 0.7240 -1.6644 4.9172 0.0 0.0 0.0
H 0.2176 -1.0583 3.3286 -0.1 0.0 0.1
H 1.7845 -1.8217 3.5079 0.0 -0.1 0.0
H -0.8967 -3.2256 3.9615 0.0 0.0 -0.2
H 0.6672 -4.0151 3.9962 0.1 0.0 -0.1
H -0.4453 -4.1611 1.8966 0.3 -0.1 0.0
C -3.7786 2.9056 -1.5290 0.1 0.2 -0.1
C -3.5785 3.2896 -0.0729 0.0 -0.3 0.2
O -4.1347 2.3284 0.8089 -0.1 0.1 -0.1
H -3.2740 3.6005 -2.2063 0.0 0.0 0.1
H -4.8382 2.9187 -1.7858 0.0 -0.2 0.0
H -3.3636 1.9120 -1.7060 -0.1 0.0 0.0
H -4.0798 4.2328 0.1508 0.0 0.0 0.0
H -2.5098 3.4158 0.1511 0.0 0.0 -0.1
H -3.8134 1.4509 0.5400 0.1 0.0 0.1
C 2.8671 -4.3240 0.2805 -0.1 0.0 -0.3
C 2.0319 -5.5310 -0.0924 0.8 -0.2 -0.1
O 2.9208 -6.4874 -0.7034 -0.2 0.1 0.1
H 3.7236 -4.6263 0.8817 0.0 0.0 0.1
H 2.2629 -3.6020 0.8281 0.0 0.0 0.0
H 3.2394 -3.8553 -0.6322 0.1 0.0 0.1
H 1.2720 -5.2495 -0.8255 -0.3 0.0 0.2
H 1.5908 -5.9813 0.7988 -0.3 0.1 -0.1
H 2.4022 -7.2709 -0.9077 0.1 0.0 0.0
C 1.8750 3.1418 2.2999 0.0 -0.1 -0.4
C 0.5716 3.7220 2.8072 0.3 0.1 0.6
O -0.0854 4.4076 1.7455 0.0 0.0 -0.3
H 2.3998 3.8968 1.7112 0.0 0.0 0.1
H 1.7142 2.2818 1.6473 0.0 0.0 0.0
H 2.5282 2.8287 3.1125 -0.1 0.0 0.1
H 0.8112 4.4165 3.6205 -0.2 0.1 -0.1
H -0.0886 2.9508 3.2139 0.0 0.0 0.0
H -0.6611 5.0989 2.0798 -0.1 -0.1 0.1
```
Positions in Å, forces in eV/Å.

Summary:
**Total energy**: -37968.22210 eV
**Frontier orbital gap**: 9.70 eV
**SMILES**: CCO.CCO.CCO.CCO.CCO.CCO.CCO.CCO.CCO
**Energy relative to the best compared isomer or geometry (same formula, charge and spin)**: 158.56 kJ/mol
**2S+1**: 1

Taken from the Löwdin analysis, the atomic charges in e are:
1 C -0.0952
2 C -0.3424
3 O -0.0976
4 H 0.0720
5 H 0.0712
6 H 0.0704
7 H 0.1119
8 H 0.1053
9 H 0.0314
10 C -0.0766
11 C -0.2742
12 O -0.1217
13 H 0.0584
14 H 0.0745
15 H 0.0716
16 H 0.0912
17 H 0.1103
18 H 0.0379
19 C -0.0755
20 C -0.2805
21 O -0.1153
22 H 0.0722
23 H 0.0616
24 H 0.0790
25 H 0.1061
26 H 0.1178
27 H 0.0446
28 C -0.0804
29 C -0.2852
30 O -0.0974
31 H 0.0674
32 H 0.0758
33 H 0.0816
34 H 0.1161
35 H 0.1141
36 H 0.1026
37 C -0.0840
38 C -0.2867
39 O -0.1149
40 H 0.0726
41 H 0.0593
42 H 0.0689
43 H 0.0991
44 H 0.1156
45 H 0.0512
46 C -0.0799
47 C -0.3004
48 O -0.1184
49 H 0.0773
50 H 0.0685
51 H 0.0800
52 H 0.1154
53 H 0.1145
54 H 0.0453
55 C -0.0796
56 C -0.3269
57 O -0.0922
58 H 0.0622
59 H 0.0760
60 H 0.0564
61 H 0.1088
62 H 0.0848
63 H 0.0323
64 C -0.0818
65 C -0.3125
66 O -0.0919
67 H 0.0777
68 H 0.0512
69 H 0.0776
70 H 0.1036
71 H 0.1014
72 H 0.0735
73 C -0.0696
74 C -0.2882
75 O -0.0941
76 H 0.0826
77 H 0.0543
78 H 0.0790
79 H 0.1136
80 H 0.1136
81 H 0.1018